The following is a DFT calculation (the ωB97M-V functional and the def2-TZVPD basis) of a molecular structure, CH3O2PS at a distorted geometry.

XYZ file:
```
8
Properties=species:S:1:pos:R:3:forces:R:3:nbo_charge:R:1
P 1.2512 -0.5454 -0.2395 1.054 -1.632 -3.894 0.423
H 2.1657 -0.1289 -1.3513 -1.050 -0.298 0.931 -0.018
C -0.2630 0.2856 -0.7481 -1.962 -1.904 0.136 -0.764
O -2.5177 0.4358 0.9381 -1.035 0.178 -0.208 -0.853
S -1.2439 -0.1480 0.6879 1.340 1.336 -0.911 1.872
H 1.6693 0.2694 0.6805 1.096 2.079 1.980 -0.018
H -0.7969 -0.0104 -1.7262 1.008 0.754 1.419 0.251
O -0.2646 -0.1581 1.7588 -0.452 -0.512 0.548 -0.894
```
Forces are in eV/Å.

The HOMO energy (alpha / beta) comes out at -9.2 / -9.1 eV. As for the lowest unoccupied orbital energy (alpha / beta): -0.0685 / -0.0720 Ha. The molar mass is 110.07 g mol⁻¹. The total energy comes out at -25300.40935 eV.

The following is a DFT calculation (the ωB97M-V functional and the def2-TZVPD basis) of 11 unconnected molecules or ions with the total composition C35H73N3O22S8 at a distorted geometry.

XYZ file:
```
141
Properties=species:S:1:pos:R:3:forces:R:3:lowdin_charge:R:1
H 1.2559 -5.8140 -3.4994 0.195 -0.272 0.258 0.093
O 4.7393 1.1014 4.7773 1.343 0.352 1.205 0.097
S 3.4833 -4.6477 2.3601 0.601 2.948 -0.557 0.644
H 7.4317 6.1168 1.9753 -1.518 -0.493 -0.636 0.135
H -6.5773 0.0944 2.3174 0.147 1.621 -0.096 0.136
H -2.2744 -0.1946 3.7763 0.645 0.208 1.353 0.083
O -1.3883 -1.6248 6.3891 1.143 -0.192 0.206 0.083
C -2.1749 0.0017 4.8920 -0.112 0.950 -1.106 0.044
H -4.3512 3.1166 -0.1268 -0.494 -0.464 0.759 0.132
O 0.0726 -2.9565 -4.8993 0.280 0.802 -0.929 -0.341
H 4.7258 -2.7840 1.8157 1.430 0.477 0.459 0.086
H -5.0368 -0.1851 -2.5730 0.992 0.314 -0.240 0.109
S 2.9491 0.2796 -4.8887 -0.229 0.377 0.580 0.741
H 1.6755 -2.3025 -2.1517 -0.151 0.113 0.761 0.079
H -1.3500 -4.6663 -2.2325 -0.042 0.022 -0.811 0.108
H -0.3795 2.0655 -2.3785 -0.167 -0.051 0.070 0.110
S 1.0440 -3.4916 -3.9842 -1.296 -2.027 2.728 0.707
H 6.3463 6.2900 0.5059 0.318 -0.857 0.754 0.121
H -5.6276 2.0564 3.9430 -0.188 0.555 -0.075 0.118
O 0.2912 2.0128 2.2218 -0.879 1.624 1.332 -0.322
H -4.1730 -1.9110 -5.9383 -0.113 0.110 -0.719 0.091
C 0.0787 5.1481 2.2699 0.296 -0.062 1.344 -0.001
H -0.5350 -6.0362 -1.6985 0.905 0.418 0.193 0.123
C 0.3920 -5.1648 -3.5070 -0.230 0.201 -0.122 -0.196
H 3.8124 -3.2537 0.4043 -0.111 -0.042 -0.202 0.106
H -1.0951 0.6340 -0.4907 -0.273 -0.482 -0.290 0.066
H -4.6613 1.4543 -3.2147 0.662 -0.122 0.661 0.112
O 3.6643 1.0706 2.9458 -0.627 0.202 0.903 0.021
C 2.6597 -2.2098 2.0055 -0.350 1.315 -0.223 -0.221
C 0.3859 -3.9611 -1.3539 0.825 -0.257 1.066 -0.230
N -1.3629 4.8969 2.3692 -1.424 0.811 0.687 -0.404
H 1.5945 -2.3079 3.9458 1.309 0.055 -0.169 0.125
H 4.3710 -3.5947 4.0903 0.080 -0.091 0.607 0.100
C 3.3240 -3.7220 3.8520 -0.584 0.416 0.682 -0.237
H -2.2123 -2.1032 3.0471 0.211 0.032 0.122 0.057
S 4.0373 4.8383 2.3495 0.854 0.779 0.161 0.674
H -2.4721 -4.5424 1.2426 0.421 -0.247 0.069 0.113
H 0.0507 3.3633 -1.2983 -0.143 0.822 0.230 0.106
C -6.3915 1.2052 2.1138 -0.655 -1.659 0.283 -0.227
C 6.4443 5.7739 1.5031 0.122 1.007 -0.001 -0.193
H 2.7916 -4.3607 4.5402 0.059 0.004 0.588 0.103
C 2.5108 0.8171 4.9493 -1.714 -2.375 -1.633 0.034
H 3.5249 -1.9163 -7.7494 0.504 -0.278 -0.314 0.110
H 1.4529 0.6729 -1.4072 0.272 -0.055 -0.703 0.099
C -4.6202 2.9469 2.1155 1.295 0.608 0.214 -0.175
C -0.3266 -5.0491 -2.1469 -0.976 0.530 -0.356 -0.201
H 0.4021 5.8149 3.1040 -0.374 -0.806 -0.647 0.121
O -6.5676 -0.2416 -4.7876 1.074 0.971 0.132 -0.335
H -0.8106 -2.6414 2.0359 -1.379 0.220 -0.271 0.124
H 2.7917 -1.1444 1.6894 0.122 -0.900 0.446 0.088
C -1.9392 -2.5904 2.1143 1.166 -0.371 0.165 -0.218
H -1.5170 2.2313 0.1764 0.159 -0.160 -0.039 0.094
S -5.8728 1.2935 0.4142 1.211 -0.105 -0.284 0.689
O 2.6899 -0.3639 -3.5852 0.403 0.501 -1.432 -0.371
H 1.0627 1.0337 -6.2763 0.064 -0.377 0.418 0.107
H 4.7678 7.2028 1.9689 0.172 -1.343 0.433 0.121
H 4.6953 -1.2727 -5.2644 0.233 -0.015 -0.249 0.103
O -2.0865 -1.6181 -0.3991 -0.050 0.213 0.598 -0.332
H 4.5472 0.0135 -6.5103 0.818 0.552 -0.970 0.077
C 3.7886 -3.1057 1.4768 -2.592 -0.550 -0.555 -0.209
C -4.3880 0.3885 -3.2788 -1.305 0.838 -0.653 -0.242
O -3.2920 -1.9019 5.4657 -0.216 -0.656 -0.448 0.043
O -4.5714 0.7761 -5.9707 -0.377 0.540 0.908 -0.324
H 4.6956 2.8643 1.2911 -0.203 -0.157 -0.206 0.091
H -3.1202 0.5743 5.0987 1.024 -0.670 0.302 0.110
C -4.1603 -3.4719 2.0145 -0.326 -0.347 0.596 -0.208
C 4.9143 3.9123 1.1103 -0.637 -0.178 -0.984 -0.251
C -4.4577 2.3800 0.7077 -1.744 1.626 -0.758 -0.229
H -2.2757 0.0962 -2.6507 -0.826 -0.380 -0.663 0.096
S -5.1344 0.0274 -4.8606 -0.348 -3.091 -1.257 0.676
C 0.0376 2.3008 -1.4006 0.720 -1.224 -0.168 -0.164
H -2.0528 -1.5911 -4.8778 -0.825 -0.070 0.778 0.098
C -4.2128 -2.5607 0.8048 -0.964 -0.029 -0.312 -0.237
O 0.6980 -0.0974 1.1992 -0.341 0.826 -1.086 -0.330
H 3.2541 -1.5019 3.9881 -0.362 -0.844 0.032 0.086
N -2.2430 -1.3079 5.6145 -1.479 1.231 0.138 -0.469
O 2.4680 -3.5612 -4.2518 -0.752 0.191 -0.202 -0.328
H -0.1140 -2.0640 -2.3795 1.057 -1.001 0.071 0.119
O 2.7280 5.2393 1.9219 -0.384 -0.037 -0.155 -0.331
O 3.4506 1.6722 -4.8611 -0.741 -1.882 -0.243 -0.371
O 4.2329 4.1948 3.6333 -0.401 -0.094 -0.554 -0.309
H 2.3744 1.7602 5.3267 -0.938 2.151 1.559 0.077
H 5.4866 6.3303 3.3911 -0.216 0.107 -0.139 0.096
H 1.7060 0.5902 4.1749 0.893 0.154 1.318 0.118
H -4.9176 -4.2622 1.8968 0.485 0.047 0.134 0.126
C -0.7222 1.6116 -0.2523 -0.416 1.142 -0.351 -0.213
H 1.6446 -2.4304 1.6016 0.885 -0.362 0.148 0.090
H -0.1320 -3.5507 -0.4644 -0.119 -0.404 -0.614 0.107
H -4.1614 -3.1516 -0.1165 0.171 0.104 0.120 0.118
H -2.5240 0.7631 -4.2530 -0.247 -0.553 -0.027 0.107
C -4.2903 -1.5785 -4.9276 0.363 -0.609 0.631 -0.237
H 2.6742 0.0252 5.7193 -0.113 0.851 -0.731 0.127
H 2.1663 3.0037 0.3181 0.088 1.435 0.697 0.073
H -7.3041 1.7785 2.2037 -0.336 -0.029 -0.164 0.102
C 1.8540 -0.8603 -7.0702 -1.300 -0.153 0.798 -0.222
H 2.1982 2.2593 -2.0172 -0.767 -0.854 0.431 0.136
C -2.6967 -3.9291 2.1096 -0.217 0.643 0.085 -0.189
O -1.8577 4.8663 3.5106 0.468 -0.273 -2.133 0.050
H 6.9675 3.7728 0.7454 0.810 -0.358 -0.221 0.116
H 1.8431 -0.2520 -7.9392 0.844 0.384 -1.061 0.100
C 1.4928 1.7544 -1.3019 0.300 0.861 -0.649 -0.211
S 0.4924 1.3404 0.9847 1.725 -2.077 1.033 0.665
S -2.7588 -1.5742 0.8935 0.285 0.625 -0.687 0.690
C 5.1971 6.2247 2.3408 0.669 1.233 -0.078 -0.219
C 0.7281 -2.8274 -2.2757 -0.411 1.886 -1.898 -0.205
C 6.3214 4.2389 1.4527 0.312 1.184 -0.140 -0.250
H -3.5657 3.3019 2.4113 -1.738 -0.842 0.159 0.108
H -5.2107 3.8652 2.1186 -0.226 -0.165 -0.035 0.119
H 1.0212 -1.5264 -7.2202 -0.300 -0.504 -0.142 0.103
H -3.6287 1.7832 0.6819 2.074 -1.760 -0.028 0.016
C -2.9357 0.0080 -3.5594 0.980 -0.477 0.997 -0.200
C 3.1147 -1.6816 -6.7831 0.472 1.909 -0.329 -0.186
C 2.6646 -2.3496 3.5818 -0.860 -0.114 -1.097 -0.167
H 1.3066 -4.3676 -0.9738 0.590 -0.247 0.310 0.103
H 2.7032 1.2739 0.4794 -0.222 0.889 -0.326 0.110
C -5.2842 1.8134 2.9410 0.556 0.093 0.137 -0.213
H -2.9332 -2.2482 -3.4012 0.411 0.419 -0.167 0.099
H 6.4411 3.9022 2.4539 0.854 -0.665 0.797 0.105
H 0.2721 5.6020 1.3284 0.160 0.143 -0.701 0.084
H -4.5975 1.0134 3.1116 0.964 -0.413 -0.037 0.070
H -1.2576 0.5628 5.2128 -0.955 -0.677 -0.550 0.109
H 0.4956 4.1394 2.3508 0.285 0.429 0.000 0.066
H -4.9018 -2.3221 -4.4124 -0.276 0.282 -0.094 0.098
H 2.9170 -2.5897 -6.2637 -0.228 -0.464 0.503 0.072
H -5.0713 -1.8818 0.7068 0.347 -0.276 0.238 0.082
O -5.4153 -0.0176 -0.0490 -0.642 1.017 0.119 -0.358
C 4.0632 -0.7657 -5.9911 -1.721 -0.434 1.909 -0.166
H 4.7358 4.2369 0.0523 -0.544 -0.240 1.007 0.140
O 4.7555 -5.2824 2.4443 0.581 -1.926 -0.152 -0.318
H -4.3683 -2.9595 2.9656 -0.272 0.140 -0.363 0.115
H 0.7031 -0.5116 -5.2995 0.284 0.724 0.026 0.080
O 2.2460 -5.2509 1.9597 -0.122 -0.581 -0.103 -0.306
O -3.0870 -0.2814 1.4870 0.731 -0.639 -0.054 -0.335
N 3.7104 1.0378 4.1855 1.132 -1.086 -2.817 -0.460
C -2.9302 -1.4817 -4.1897 -0.133 1.830 -0.169 -0.165
H -2.4620 -4.3999 3.0639 -0.112 -0.460 -0.273 0.123
O -1.9853 4.7809 1.3049 0.449 -0.218 1.460 0.037
C 1.9332 2.0007 0.1245 -0.299 -2.806 -0.044 -0.209
C 1.4187 0.0567 -5.9189 0.765 -0.357 0.546 -0.194
O -6.8463 2.0120 -0.3489 -0.611 0.112 -0.450 -0.309
H -0.3107 -5.5123 -4.2597 0.181 0.158 -0.314 0.096
```
Forces are in eV/Å.

The HOMO energy comes out at -9.9 eV. As for the lowest unoccupied orbital energy: -0.0025 Ha. The molar mass is 1144.50 g mol⁻¹. The total energy comes out at -173663.00141 eV.

The following is a DFT calculation (the ωB97M-V functional and the def2-TZVPD basis) of a single C2H4O2S molecule at a distorted geometry.

XYZ file:
```
9
Properties=species:S:1:pos:R:3:forces:R:3:nbo_charge:R:1
H -0.8647 -1.6021 -0.0993 0.337 0.007 0.988 0.476
O -0.0310 1.0020 2.7867 0.054 0.317 1.087 -0.924
C 0.2132 0.1035 -1.0805 -1.120 1.779 0.728 -0.697
H -0.3195 0.9641 -1.5466 0.674 -0.658 0.065 0.242
O -0.4776 -1.2965 0.7510 0.286 3.202 -0.428 -0.656
C -0.0612 0.0634 0.4013 -0.804 -2.499 0.088 0.028
S 0.2952 1.3531 1.4057 -0.852 -2.250 -1.291 1.061
H 1.2537 0.2292 -1.0255 1.611 0.367 -1.149 0.250
H -0.0081 -0.8169 -1.5928 -0.186 -0.267 -0.089 0.219
```
Forces are in eV/Å.

The HOMO energy (alpha / beta) comes out at -8.8 / -8.8 eV. As for the lowest unoccupied orbital energy (alpha / beta): 0.0079 / 0.0079 Ha. The molar mass is 92.12 g mol⁻¹. The total energy comes out at -17066.80001 eV.

The following is a DFT calculation (the ωB97M-V functional and the def2-TZVPD basis) of a single C2H6N2O molecule at a distorted geometry.

XYZ file:
```
11
Properties=species:S:1:pos:R:3:forces:R:3:nbo_charge:R:1
N -1.1918 -1.0007 0.4835 -1.951 2.247 1.064 -0.846
H 0.7540 -1.7321 0.6052 -0.216 1.227 -0.714 0.231
H -1.4399 -0.5386 1.4448 1.695 -1.328 -2.003 0.367
H -1.8840 -0.4701 -0.0937 1.041 -0.923 -0.015 0.351
H 0.1952 -1.4644 -1.0712 -0.263 0.519 1.106 0.227
N 0.2296 1.4707 -0.4551 -2.623 1.718 1.382 -0.814
H 0.6513 2.3781 -0.2329 0.166 -0.642 -0.536 0.405
H -0.7644 1.4701 -0.0854 1.762 -0.416 -0.788 0.383
C 0.9934 0.3949 -0.2367 4.053 -1.520 -0.011 0.644
O 2.2748 0.4917 -0.3199 -4.693 -0.919 0.521 -0.629
C 0.1819 -0.9997 -0.0387 1.028 0.036 -0.006 -0.320
```
Forces are in eV/Å.

The HOMO energy comes out at -9.3 eV. As for the lowest unoccupied orbital energy: 0.0234 Ha. The molar mass is 74.08 g mol⁻¹. The total energy comes out at -7198.54230 eV.

The following is a DFT calculation (the ωB97M-V functional and the def2-TZVPD basis) of a molecular structure, C42H41HfNO2P2S2 at a distorted geometry.

XYZ file:
```
91
Properties=species:S:1:pos:R:3:forces:R:3:lowdin_charge:R:1
C 2.3727 0.6321 -8.2418 0.085 -0.135 -1.045 -0.285
H -1.4932 -1.5487 -3.8391 0.221 -0.130 0.085 0.039
C -0.5309 -4.2798 -10.5075 0.182 0.086 0.493 -0.048
H 4.1569 -0.2544 -3.8020 -0.522 -0.161 0.116 0.021
C -3.0233 -2.9923 -3.5843 -0.388 0.230 -0.088 -0.071
H 4.0834 1.5982 -5.5442 -0.048 0.327 0.062 0.112
S 0.7813 -2.8492 -2.9311 -0.233 0.184 1.191 0.743
C 0.3889 -4.7448 -9.5512 -0.272 0.291 -0.118 -0.051
H -4.0532 2.6052 0.4080 0.137 -0.019 -0.012 0.125
H 3.8783 2.8695 -10.3977 -0.252 -0.283 0.267 0.121
H 4.7720 3.8830 -4.8140 -0.235 0.097 -0.066 0.124
C -0.1894 -2.8978 -8.0311 0.941 -0.379 -0.569 -0.367
C -1.2367 -3.0980 -10.2521 0.259 -0.062 0.303 -0.054
C 0.5647 -4.0530 -8.3403 -0.147 0.088 0.156 -0.094
H 0.2892 -0.5358 3.6643 0.249 -0.025 -0.511 0.133
H 3.4806 -1.2562 -2.4941 -0.340 0.536 -0.683 0.010
H 3.2715 2.6108 -8.0514 -0.014 -0.236 -0.056 0.099
H 3.0951 5.7325 -4.8488 -0.066 -0.098 -0.059 0.122
C -3.3682 1.5128 -2.9799 0.286 -0.122 -0.635 -0.171
Hf 1.3139 -0.5857 -4.2164 0.491 -2.979 2.810 1.330
C 3.7467 3.7051 -5.1297 -0.131 -0.080 -0.138 -0.037
H 0.0586 2.9873 -6.2160 0.357 0.316 0.143 0.094
H -1.5939 -1.4697 -8.9319 0.093 -0.256 0.161 0.106
P -0.0516 -2.1351 -6.2794 -2.191 -1.029 -1.223 0.989
H 1.4603 -1.2123 -8.9245 0.271 0.172 -0.173 0.073
H -3.1574 3.5407 -1.5821 0.112 -0.214 0.435 0.093
S 1.7489 0.5385 -0.9587 0.557 0.006 0.775 0.651
H -4.8136 -4.1832 -3.7677 0.447 -0.085 -0.248 0.122
C -1.1119 3.0393 -1.5538 -0.957 2.350 -0.180 -0.080
H -2.1325 2.1912 -4.7016 -0.089 0.294 0.299 0.105
C 2.7992 4.7345 -5.1556 -0.006 -0.154 -0.037 -0.027
P 1.7062 0.4714 -6.4670 0.651 2.614 -4.074 0.905
H -3.9865 0.9206 -3.6954 0.493 0.570 0.194 0.119
C 3.3708 2.4269 -5.5250 -0.168 0.016 0.386 -0.120
C 0.7584 -1.7256 -0.1013 -0.494 -0.015 1.682 -0.161
O 3.1832 0.4224 -1.0124 -0.726 -0.268 -0.261 -0.258
C 0.7886 -1.7795 -1.5667 0.655 2.044 -1.763 -0.608
C -2.4444 -3.7755 -6.2226 0.219 -0.129 -0.033 -0.061
C -1.1023 2.8112 -2.8819 0.637 0.042 0.813 -0.132
C 1.0538 -0.0095 1.6710 -0.127 0.235 -0.114 -0.002
C 3.3896 -1.0295 -3.5814 0.682 -0.277 -0.152 -0.282
C 0.1008 -2.1370 2.2249 -0.071 0.073 0.059 -0.033
C -3.2198 0.8795 -0.5010 0.094 -0.536 -0.614 -0.102
H -1.9149 -0.5677 -6.7488 0.212 0.116 -0.420 0.106
H -1.4020 0.9895 -3.7127 0.094 -0.773 -0.130 0.054
H 0.7509 5.3010 -5.6010 0.256 -0.131 0.079 0.124
H -0.1182 -3.5680 0.6417 0.062 0.096 0.061 0.128
H -2.1976 -4.1243 -7.2308 -0.145 0.015 0.490 0.109
H 1.3022 -4.4220 -7.6249 -0.240 -0.004 -0.154 0.109
H 2.0749 -0.9270 -11.3073 0.031 0.263 0.434 0.118
H 3.3012 1.1103 -12.0667 -0.173 -0.051 0.416 0.122
C -2.0045 -2.3874 -4.3081 0.349 -0.437 0.041 -0.198
C -2.4322 3.2740 -0.8030 -0.856 0.145 0.078 -0.185
H -0.3985 1.4301 -7.4327 -0.259 -0.153 0.580 0.104
H -2.5384 2.1207 1.0898 0.072 0.031 -0.520 0.116
H 3.8179 -1.9594 -3.9916 -0.343 0.166 -0.555 0.019
H -0.6882 -4.8266 -11.4438 0.108 0.236 0.429 0.122
C 1.4834 4.4956 -5.5643 -0.037 -0.204 -0.045 -0.042
C 1.1521 -0.4475 0.3576 -0.216 -0.087 0.671 -0.216
H -2.4343 4.2071 -0.2082 0.818 -0.328 -0.290 0.124
N 0.9850 -0.4986 -2.0659 0.335 0.100 -0.303 -0.343
C 2.0416 2.1861 -5.8993 -0.124 -0.696 0.340 -0.429
C -3.6109 -4.2144 -5.5875 -0.259 0.190 0.203 -0.046
C -3.1875 0.5801 -1.8128 -0.117 -0.264 0.626 -0.116
C 1.0887 3.2071 -5.9269 0.151 0.109 0.196 -0.092
H -4.3028 -4.8670 -6.1217 0.249 0.170 0.134 0.120
H 0.9637 -5.6538 -9.7629 -0.192 0.450 0.222 0.120
H -3.1172 -2.7985 -2.5006 -0.299 0.163 -0.835 0.119
C -1.9995 1.9011 -3.6479 -1.485 0.122 0.065 -0.193
H -0.3007 3.5997 -1.0562 -0.192 -0.558 -0.758 0.102
H -3.4024 0.0891 0.2232 0.472 -0.264 -0.172 0.101
H -0.2934 3.1889 -3.5046 0.521 -0.312 0.381 0.079
H -1.9434 -2.7111 -10.9987 0.386 -0.106 0.442 0.122
H -3.9836 2.3850 -2.6970 0.476 -0.448 -0.404 0.115
C -3.9056 -3.8352 -4.2704 0.331 -0.211 -0.009 -0.043
H 1.3469 1.0140 1.9162 -0.022 -0.349 -0.042 0.138
H -3.1099 -0.4650 -2.1566 -0.375 0.300 0.585 0.076
H -0.3647 -2.8085 2.9418 0.141 0.091 -0.117 0.124
C -1.6136 -2.8570 -5.5748 -0.115 0.122 0.635 -0.381
C 3.0227 0.9889 -11.0160 -0.059 -0.153 0.550 -0.047
C -3.0595 2.2273 0.1196 -0.444 0.097 0.002 -0.193
C 2.3454 -0.1566 -10.5766 0.083 0.142 0.119 -0.053
C 2.0232 -0.3246 -9.2214 -0.054 -0.176 0.292 -0.087
C 3.3499 1.9684 -10.0740 -0.148 -0.421 0.017 -0.050
C -1.0462 -2.4058 -9.0436 -0.129 0.080 0.179 -0.100
O 1.2057 1.8504 -1.0565 -0.023 -0.378 -0.007 -0.257
C 3.0177 1.7927 -8.7226 0.100 0.172 0.456 -0.071
C 0.4793 -0.8524 2.6328 0.021 -0.428 -0.605 -0.001
C -0.8268 -0.5616 -6.6679 0.411 1.797 0.151 -0.349
C 0.2372 -2.5771 0.9103 0.186 -0.067 -1.121 0.025
C -0.0706 0.5484 -6.8723 -0.196 -1.071 0.041 -0.295
```
Forces are in eV/Å.

The net charge is +2. The HOMO energy comes out at -12.9 eV. As for the lowest unoccupied orbital energy: -0.2594 Ha. The molar mass is 896.37 g mol⁻¹. The total energy comes out at -91339.77582 eV.